# 1
Formula: C37H32BiNP2S
Source: the OMol25 dataset
Level of theory: wB97M-V/def2-TZVPD

## Properties
E_tot ... -2778.79145 a.u.
Relative energy (zero: lowest compared OMol25 entry of this formula, charge and spin) ... 1.94 kcal/mol
Orbital gap ... 6.4 eV
Maximum force ... 2.9 eV/Å
Total charge ... +2

CARTESIAN COORDINATES (ANGSTROEM)
C1 -2.023 -0.455 -1.966
C2 -2.255 0.729 -1.231
C3 -2.140 1.994 -1.841
C4 -1.846 2.060 -3.194
C5 -1.595 0.897 -3.913
C6 -1.676 -0.351 -3.308
P1 -2.161 0.626 0.602
C7 -3.220 2.012 1.181
C8 -2.688 3.151 1.819
C9 -3.513 4.257 2.025
C10 -4.861 4.230 1.643
C11 -5.401 3.065 1.080
C12 -4.585 1.952 0.880
Bi1 0.404 0.965 1.028
P2 2.498 -0.232 0.059
C13 2.802 0.892 -1.348
C14 2.708 0.387 -2.663
C15 2.408 1.255 -3.704
C16 2.253 2.621 -3.473
C17 2.454 3.152 -2.195
C18 2.736 2.293 -1.132
C19 3.957 -0.258 1.103
C20 3.927 -1.020 2.285
C21 4.996 -0.935 3.175
C22 6.081 -0.089 2.903
C23 6.100 0.674 1.733
C24 5.028 0.610 0.844
C25 2.148 -1.957 -0.313
C26 0.980 -2.616 0.121
C27 0.702 -3.883 -0.378
C28 1.610 -4.512 -1.239
C29 2.797 -3.880 -1.623
C30 3.079 -2.605 -1.140
C31 -3.034 -0.884 1.111
C32 -4.037 -1.398 0.287
C33 -4.703 -2.559 0.650
C34 -4.334 -3.223 1.817
C35 -3.330 -2.715 2.644
C36 -2.676 -1.541 2.301
H1 3.055 -1.646 2.501
H2 4.962 -1.521 4.091
H3 6.913 -0.025 3.614
H4 6.945 1.329 1.509
H5 5.027 1.206 -0.065
H6 2.836 -0.681 -2.876
H7 2.285 0.816 -4.695
H8 1.926 3.264 -4.293
H9 2.349 4.227 -2.025
H10 2.834 2.681 -0.111
H11 0.294 -2.124 0.826
H12 -0.197 -4.396 -0.039
H13 1.420 -5.537 -1.559
H14 3.521 -4.388 -2.270
H15 4.006 -2.100 -1.424
H16 -4.306 -0.891 -0.643
H17 -5.512 -2.909 0.017
H18 -4.882 -4.110 2.115
H19 -3.062 -3.215 3.568
H20 -1.880 -1.115 2.925
H21 -1.629 3.137 2.107
H22 -3.099 5.153 2.490
H23 -5.495 5.103 1.782
H24 -6.449 3.015 0.798
H25 -5.007 1.033 0.460
H26 -2.220 2.888 -1.217
H27 -1.728 3.039 -3.654
H28 -1.308 0.966 -4.958
H29 -1.434 -1.243 -3.892
H30 -2.031 -1.422 -1.446
H31 0.447 0.017 -1.272
H32 0.203 -0.753 -1.169
S1 0.603 -1.575 5.303
C37 0.548 -0.803 3.942
N1 0.474 -0.133 2.930

These are the Löwdin partial charges, in e, on atoms 1 to 2: -0.15, -0.39

# 2
Formula: C37H32BrCaN9O10P2S
Source: the OMol25 dataset
Level of theory: wB97M-V/def2-TZVPD

## Properties
E_tot ... -7007.47189 a.u.
Relative energy (zero: lowest compared OMol25 entry of this formula, charge and spin) ... 18.64 kcal/mol
Orbital gap ... 6.4 eV
Maximum force ... 2.4 eV/Å
Total charge ... -2

CARTESIAN COORDINATES (ANGSTROEM)
Ca1 -1.113 -0.816 0.811
C1 -2.199 3.657 -3.895
C2 -1.563 3.606 -2.531
C3 -1.624 4.665 -1.637
C4 -1.082 4.537 -0.370
C5 -0.480 3.329 -0.050
Br1 0.281 3.083 1.673
N1 -0.367 2.322 -0.885
C6 -0.911 2.460 -2.095
H1 -2.363 4.687 -4.216
H2 -3.168 3.150 -3.885
H3 -1.578 3.158 -4.642
H4 -2.111 5.592 -1.927
H5 -1.127 5.337 0.356
H6 -0.812 1.598 -2.755
O1 -4.778 -1.535 1.452
P1 -4.209 -1.593 -0.043
O2 -5.094 -2.367 -0.930
O3 -2.728 -1.942 -0.008
O4 -4.231 0.013 -0.466
P2 -3.689 1.153 0.569
O5 -3.861 2.474 -0.335
O6 -4.601 1.186 1.745
O7 -2.209 0.966 0.804
H7 -4.854 -0.621 1.820
H8 -4.804 2.611 -0.485
C7 -3.689 0.301 5.996
C8 -4.010 -1.045 5.848
C9 -3.419 -1.791 4.842
C10 -2.515 -1.184 3.985
C11 -2.192 0.153 4.122
C12 -2.777 0.893 5.138
N2 -1.957 -1.898 2.850
N3 -1.859 -3.108 3.041
C13 -1.400 -3.865 1.891
C14 -1.813 -5.183 1.874
C15 -1.475 -5.966 0.786
C16 -0.704 -5.415 -0.220
C17 -0.298 -4.098 -0.089
N4 -0.640 -3.326 0.943
H9 -4.165 0.890 6.771
H10 -4.728 -1.510 6.511
H11 -3.671 -2.831 4.686
H12 -1.470 0.607 3.455
H13 -2.522 1.939 5.245
H14 -2.411 -5.554 2.695
H15 -1.805 -6.995 0.729
H16 -0.414 -5.988 -1.091
H17 0.330 -3.633 -0.841
C18 5.639 5.202 -2.032
C19 5.107 3.854 -1.610
C20 5.872 3.010 -0.805
C21 5.373 1.791 -0.372
C22 4.091 1.400 -0.746
C23 3.327 2.215 -1.560
C24 3.835 3.437 -1.986
S1 3.428 -0.090 -0.026
O8 3.098 0.264 1.333
O9 4.473 -1.085 -0.196
N5 2.090 -0.411 -0.801
C25 2.122 -0.676 -2.157
C26 3.242 -0.636 -2.991
C27 3.183 -0.917 -4.366
C28 2.009 -1.260 -4.972
C29 0.841 -1.328 -4.176
C30 -0.392 -1.697 -4.760
C31 -1.507 -1.789 -3.992
C32 -1.391 -1.505 -2.616
N6 -0.275 -1.137 -2.025
C33 0.868 -1.040 -2.786
H18 6.707 5.156 -2.253
H19 5.500 5.943 -1.240
H20 5.121 5.569 -2.920
H21 6.869 3.320 -0.505
H22 5.964 1.136 0.258
H23 2.337 1.893 -1.844
H24 3.222 4.080 -2.610
H25 4.206 -0.407 -2.559
H26 4.099 -0.872 -4.946
H27 1.951 -1.494 -6.030
H28 -0.419 -1.915 -5.823
H29 -2.468 -2.073 -4.399
H30 -2.257 -1.590 -1.980
N7 2.101 -2.127 1.655
C34 1.387 -1.544 2.675
O10 0.352 -0.863 2.442
C35 1.805 -1.828 4.004
C36 2.907 -2.690 4.274
N8 3.805 -3.388 4.493
C37 1.096 -1.267 5.108
N9 0.531 -0.823 6.014
H31 3.088 -2.232 1.836
H32 1.942 -1.688 0.751

These are the Löwdin partial charges, in e, on atoms 1 to 2: 1.35, -0.05

# 3
Formula: C37H32BrFN5Sn
Source: the OMol25 dataset
Level of theory: wB97M-V/def2-TZVPD

## Properties
E_tot ... -4591.00945 a.u.
Relative energy (zero: lowest compared OMol25 entry of this formula, charge and spin) ... 40.63 kcal/mol
Orbital gap ... 5.0 eV
Maximum force ... 0.6 eV/Å
Total charge ... -1

CARTESIAN COORDINATES (ANGSTROEM)
Sn1 0.053 0.724 -0.046
C1 0.405 -0.245 -3.316
C2 -1.120 -0.296 -3.179
C3 -1.792 0.817 -2.273
C4 -2.969 1.461 -2.939
C5 -2.879 2.714 -3.406
C6 -1.731 3.529 -3.099
C7 -0.816 3.029 -2.219
N1 -0.821 1.765 -1.763
N2 1.125 -0.751 -2.139
C8 2.423 -0.096 -1.905
C9 2.287 1.098 -0.926
C10 2.371 2.382 -1.671
C11 3.323 3.310 -1.509
C12 4.406 3.082 -0.566
C13 4.363 1.964 0.176
N3 3.333 1.062 0.125
C14 1.199 -2.202 -2.044
C15 0.574 -2.729 -0.765
C16 0.153 -4.053 -0.659
C17 -0.358 -4.509 0.540
C18 -0.441 -3.623 1.608
C19 -0.005 -2.329 1.418
N4 0.499 -1.886 0.263
H1 0.671 0.805 -3.439
H2 0.727 -0.776 -4.227
H3 -1.100 -2.078 -2.018
H4 -1.566 -0.342 -4.180
H5 -3.866 0.859 -3.039
H6 -3.712 3.170 -3.932
H7 -1.666 4.553 -3.441
H8 -0.056 3.673 -1.785
H9 2.882 0.208 -2.859
H10 3.089 -0.825 -1.442
H11 1.615 2.522 -2.432
H12 3.311 4.223 -2.095
H13 5.227 3.778 -0.480
H14 5.143 1.739 0.895
H15 2.246 -2.529 -2.043
H16 0.733 -2.689 -2.906
H17 0.212 -4.709 -1.519
H18 -0.702 -5.530 0.643
H19 -0.839 -3.931 2.565
H20 -0.057 -1.587 2.210
Br1 -3.064 2.585 0.048
C20 -3.940 1.205 1.021
C21 -4.688 1.725 2.053
C22 -5.449 0.898 2.879
C23 -5.428 -0.443 2.646
C24 -4.657 -1.005 1.601
C25 -4.719 -2.404 1.461
C26 -4.077 -2.993 0.409
C27 -3.330 -2.226 -0.473
C28 -3.112 -0.833 -0.365
C29 -3.864 -0.181 0.713
H21 -4.675 2.793 2.219
H22 -6.046 1.328 3.674
H23 -6.018 -1.118 3.255
H24 -5.297 -2.982 2.172
H25 -4.146 -4.063 0.245
H26 -2.895 -2.744 -1.309
F1 4.474 1.476 6.346
C30 4.189 1.099 5.077
C31 4.896 0.055 4.520
C32 4.607 -0.317 3.213
C33 3.632 0.344 2.477
C34 3.320 -0.049 1.050
C35 2.936 1.390 3.077
C36 3.207 1.775 4.379
H27 5.663 -0.448 5.094
H28 5.158 -1.136 2.765
H29 2.313 -0.472 1.015
H30 4.011 -0.852 0.749
H31 2.177 1.910 2.503
H32 2.671 2.587 4.852
N5 -1.678 -1.307 -2.300
C37 -2.047 -0.350 -1.249

These are the Löwdin partial charges, in e, on atoms 1 to 2: 1.19, -0.12